Record 1
The following is a quantum chemistry calculation of C20H21N11OPb as an isolated structure, from OMol25.

Computed properties:
E_HOMO (spin up / spin down) = -20.3 / -19.6 eV
Gap between HOMO and LUMO (spin up / spin down) = 7.388 / 5.251 eV
Total charge = +4
E_LUMO (spin up / spin down) = -12.928 / -14.365 eV

The geometry in XYZ format:
```
54
Properties=species:S:1:pos:R:3:forces:R:3:mulliken_charge:R:1
Pb -2.1388 0.0292 -0.8851 0.10 -0.09 -0.12 1.333
N -1.7677 -3.6064 -1.0851 0.01 0.03 0.01 -0.326
C -0.6876 -3.0065 -1.5840 0.00 -0.08 0.02 0.225
N 0.4003 -3.7590 -1.7116 -0.07 0.10 -0.04 -0.581
C 1.4793 -3.2149 -2.2426 0.08 0.00 0.05 0.723
N 2.5486 -3.9561 -2.4472 0.02 0.02 0.02 -0.232
N 1.5020 -1.8923 -2.6237 -0.11 -0.14 -0.12 0.243
C 0.3516 -1.0976 -2.4930 0.05 0.17 -0.02 0.997
N -0.7660 -1.6782 -1.8870 -0.10 0.00 -0.01 -0.680
C 0.2157 1.0341 -2.9287 0.00 -0.06 -0.10 1.119
C 1.2039 2.0218 -3.4311 0.00 -0.03 0.00 -0.738
C 0.7906 3.2608 -3.8093 -0.05 0.04 0.00 -0.344
C -0.5577 3.6307 -3.6392 0.01 0.01 0.01 -0.713
C -1.4304 2.7491 -2.9546 0.01 -0.01 0.03 -0.152
N -1.0912 1.5413 -2.5754 -0.04 -0.02 -0.01 -0.464
H -1.6934 -4.5946 -0.8837 -0.01 0.00 0.00 0.303
H -2.6939 -3.2354 -1.2135 0.00 0.00 -0.02 0.209
H 2.5107 -4.9306 -2.1775 -0.02 0.00 0.00 0.313
H 3.4308 -3.5859 -2.7597 0.00 -0.02 -0.02 0.158
H 2.2281 1.6896 -3.5338 0.01 0.01 0.01 0.454
H 1.4964 3.9726 -4.2186 0.00 0.00 0.00 0.532
H -0.9192 4.6023 -3.9468 -0.01 -0.01 0.00 0.482
H -2.4248 3.0892 -2.6807 0.01 0.02 -0.02 0.479
C 3.6900 -0.8509 -2.9034 0.05 0.03 0.07 -0.797
N 2.4262 -1.3092 -3.5081 0.07 0.08 -0.04 -0.604
C 0.0514 -0.2437 -3.7656 -0.21 -0.05 0.23 -0.687
N -0.4258 -0.4689 -4.9200 0.12 -0.01 -0.09 -0.008
O 0.6397 0.1957 -1.8308 0.08 0.00 0.08 -0.256
H 4.1740 -0.1798 -3.6108 -0.01 -0.03 -0.03 0.356
H 4.3950 -1.6510 -2.6710 -0.04 -0.03 0.02 0.309
H 3.4672 -0.3049 -1.9895 -0.03 0.02 -0.02 0.294
H 2.5831 -1.9334 -4.2951 0.01 0.01 -0.03 0.281
H -0.6471 0.2856 -5.5703 0.01 0.02 0.00 0.341
H -0.5710 -1.4132 -5.2762 0.02 -0.02 0.01 0.338
N -2.3882 1.3514 9.9311 0.05 -0.02 -0.21 -0.153
C -2.1158 1.2567 8.8012 -0.09 0.02 0.36 -0.103
C -1.7877 1.1406 7.4539 0.08 0.02 -0.25 0.618
C -0.7317 1.9420 6.9068 -0.09 -0.10 0.04 -0.881
C -0.4094 1.8173 5.5890 -0.03 0.00 0.06 -0.425
C -1.1259 0.9053 4.7800 0.05 -0.02 -0.17 1.645
C -2.1736 0.1113 5.3043 0.00 0.01 0.03 -0.376
C -2.5053 0.2211 6.6203 0.06 0.06 0.05 -0.905
N -0.7756 0.7861 3.4232 0.03 0.05 0.10 0.228
C 0.4545 1.1167 2.8523 -0.01 -0.03 0.03 -0.251
C 0.3430 0.8646 1.5339 -0.07 -0.13 -0.09 -0.964
N -0.9402 0.3928 1.2585 0.02 0.14 0.16 -0.169
C -1.5791 0.3572 2.4068 0.05 -0.05 -0.12 -0.292
H -0.2082 2.6437 7.5437 -0.02 -0.01 0.03 0.511
H 0.3668 2.4417 5.1710 0.00 0.00 -0.03 0.380
H -2.6865 -0.6136 4.6883 0.01 0.01 -0.02 0.351
H -3.2892 -0.3901 7.0489 0.01 0.02 0.04 0.506
H 1.3008 1.4458 3.4289 -0.02 0.01 0.03 0.421
H 1.0902 0.9542 0.7649 -0.01 0.03 0.00 0.571
H -2.6084 0.0656 2.5456 0.01 0.03 0.04 0.381
```
Positions in Å, forces in eV/Å.

Record 2
The following is a quantum chemistry calculation of C27H48BN10O2S3V as an isolated structure in a non-equilibrium geometry, from OMol25.

Computed properties:
E_HOMO (spin up / spin down) = -12.7 / -13.0 eV
Gap between HOMO and LUMO (spin up / spin down) = 7.883 / 8.119 eV
Total charge = +2
E_LUMO (spin up / spin down) = -4.845 / -4.839 eV
⟨S²⟩ = 2.018
Multiplicity = 3

The geometry in XYZ format:
```
92
Properties=species:S:1:pos:R:3:forces:R:3:mulliken_spin:R:1
V -0.1654 0.4711 -0.0498 0.54 -0.52 -0.30 2.046
C -4.3693 -0.6836 2.7981 -0.07 0.04 -0.03 0.000
C -3.2320 -0.3321 3.7500 0.22 -0.10 -0.05 0.005
C -2.9374 1.1585 3.6734 -0.08 0.04 0.02 0.000
C -3.5797 -0.6869 5.1949 -0.05 0.05 0.02 0.000
N -2.0538 -1.1994 3.3531 -0.15 -0.02 0.07 0.002
C -2.1333 -2.5697 3.5298 0.12 -0.01 -0.02 -0.001
C -0.9877 -3.1057 3.0714 -0.11 0.07 0.05 0.002
N -0.1996 -2.0758 2.6015 0.06 -0.16 -0.06 -0.023
B 1.1504 -2.4299 1.9326 0.05 -0.08 0.07 0.022
N 2.2525 -1.3354 2.1158 -0.13 -0.09 0.10 -0.011
C 2.8722 -1.2578 3.3435 0.03 0.04 -0.01 0.002
C 3.7015 -0.1968 3.3310 -0.03 -0.09 -0.06 -0.002
N 3.5998 0.3823 2.0797 0.08 0.07 0.11 0.003
C 2.6984 -0.3200 1.3677 -0.16 0.07 -0.34 0.004
S 2.1705 0.0104 -0.2680 0.01 -0.08 0.04 -0.026
C 4.3516 1.6085 1.6571 -0.04 -0.13 0.12 0.005
C 3.3512 2.7173 1.3472 0.02 0.12 -0.10 0.000
C 5.2322 1.2631 0.4611 0.05 0.03 -0.07 -0.001
C 5.2543 2.0552 2.8041 -0.01 0.11 -0.05 0.000
N 0.9876 -2.9294 0.4603 0.16 0.04 0.13 -0.019
C 1.9088 -3.8341 -0.0174 -0.05 -0.04 -0.13 0.002
C 1.5203 -4.2126 -1.2485 -0.01 0.04 0.12 -0.002
N 0.3413 -3.5459 -1.5346 0.02 -0.18 -0.10 0.004
C 0.0553 -2.7436 -0.4859 -0.27 0.34 -0.07 -0.007
S -1.2683 -1.6138 -0.3684 -0.07 -0.17 0.14 -0.012
C -0.3676 -3.7974 -2.8436 0.08 0.08 0.19 0.006
C -1.8188 -3.3332 -2.8426 -0.03 -0.01 -0.12 -0.001
C 0.4203 -3.0615 -3.9230 -0.04 0.05 -0.06 -0.001
C -0.3620 -5.3066 -3.0946 -0.04 0.01 -0.06 0.000
C -0.8758 -0.9281 2.7670 0.12 0.38 -0.14 0.014
S -0.2534 0.6276 2.2844 0.01 -0.08 0.24 -0.022
H -5.2424 -0.0851 3.0527 -0.04 0.01 -0.01 0.000
H -4.6533 -1.7331 2.8639 0.02 -0.03 0.01 0.000
H -4.0911 -0.4626 1.7670 0.01 0.01 -0.01 0.000
H -3.8239 1.6603 4.0612 0.01 0.05 0.00 0.000
H -2.7679 1.5081 2.6585 -0.04 -0.03 0.02 0.000
H -2.0895 1.4499 4.2913 -0.01 -0.03 0.02 -0.001
H -4.3923 -0.0414 5.5234 -0.02 0.01 0.02 0.000
H -2.7266 -0.5215 5.8522 0.02 0.01 0.01 0.000
H -3.9189 -1.7138 5.3135 0.00 -0.03 -0.01 0.000
H -2.9855 -3.0356 3.9819 -0.03 -0.06 0.01 -0.001
H -0.6518 -4.1245 3.0529 0.01 -0.09 0.00 0.000
H 1.5678 -3.3823 2.5372 -0.01 0.02 -0.04 0.000
H 2.6765 -1.9765 4.1160 -0.02 -0.04 0.06 0.000
H 4.3597 0.1727 4.0903 0.02 0.00 0.04 0.000
H 2.7164 2.4676 0.4966 0.08 0.05 0.09 0.001
H 3.9027 3.6310 1.1231 -0.01 0.03 -0.01 0.000
H 2.7147 2.9153 2.2085 -0.03 -0.02 0.05 0.000
H 4.6464 0.8827 -0.3731 -0.02 0.02 -0.04 0.001
H 5.9741 0.5116 0.7296 0.02 -0.02 0.03 0.000
H 5.7639 2.1645 0.1529 0.03 0.00 -0.03 0.000
H 4.6868 2.3469 3.6863 -0.04 0.00 0.02 0.000
H 5.8042 2.9324 2.4673 0.02 0.02 0.01 0.000
H 5.9858 1.2958 3.0770 0.01 -0.03 -0.02 0.000
H 2.7403 -4.1556 0.5792 0.09 -0.02 0.04 0.000
H 1.9579 -4.9176 -1.9246 0.06 -0.06 -0.02 0.000
H -1.9232 -2.2525 -2.8310 0.01 -0.04 -0.04 0.000
H -2.3831 -3.7378 -2.0042 0.02 -0.03 0.02 0.001
H -2.2645 -3.7096 -3.7630 -0.05 0.00 0.00 0.000
H 0.4667 -1.9940 -3.6943 -0.01 0.00 -0.01 0.001
H -0.0747 -3.1855 -4.8853 -0.01 -0.01 -0.04 0.000
H 1.4379 -3.4400 -4.0125 0.04 -0.03 0.03 0.000
H -0.8389 -5.8390 -2.2728 -0.02 0.00 0.02 0.000
H 0.6324 -5.7174 -3.2488 0.04 0.01 0.00 0.000
H -0.9309 -5.5038 -4.0012 -0.02 -0.02 -0.02 0.000
N 0.0910 0.5926 -2.3598 -0.09 -0.21 0.09 -0.021
C -0.2389 1.9708 -2.7547 0.22 0.00 -0.09 -0.004
C -0.6939 2.1572 -4.1941 -0.13 0.04 0.02 -0.004
C 0.3178 1.8276 -5.2884 -0.08 -0.02 -0.12 -0.001
C 1.4239 2.8538 -5.4930 0.22 0.18 -0.01 0.000
N 2.4652 2.8661 -4.4502 0.00 -0.17 0.03 0.000
C 3.4629 1.9929 -4.3707 -0.08 -0.01 -0.12 0.000
N 4.3077 2.0326 -3.3427 0.06 0.03 0.19 0.000
N 3.6188 1.0539 -5.3076 -0.02 0.07 -0.01 0.000
C -1.2838 2.4824 -1.7647 0.00 -0.49 1.03 0.025
O -2.1488 3.2592 -2.0173 -0.04 0.22 -0.32 0.000
O -1.0905 1.9559 -0.5357 -0.32 0.81 -0.66 -0.004
H 0.9803 0.2798 -2.7408 -0.06 0.07 0.07 0.007
H -0.6145 -0.0655 -2.6907 0.00 0.08 0.01 0.009
H 0.6563 2.5614 -2.5318 -0.01 0.04 -0.07 0.002
H -1.0434 3.1864 -4.3036 0.02 0.00 0.00 0.001
H -1.5879 1.5444 -4.3420 0.03 -0.03 0.00 0.001
H -0.2214 1.7836 -6.2373 -0.02 -0.01 0.01 0.000
H 0.7427 0.8268 -5.1563 0.04 0.01 0.06 0.000
H 1.0234 3.8671 -5.5242 -0.08 -0.05 0.05 0.000
H 1.9148 2.7210 -6.4605 -0.03 -0.03 0.01 0.000
H 2.4390 3.5992 -3.7589 0.01 0.01 -0.05 0.000
H 4.1298 2.6165 -2.5416 0.02 -0.01 -0.04 0.000
H 5.0913 1.4047 -3.2854 0.00 0.00 0.00 0.000
H 3.1108 1.1128 -6.1731 -0.01 -0.01 -0.02 0.000
H 4.4164 0.4402 -5.2925 0.00 0.01 0.03 0.000
```
Positions in Å, forces in eV/Å.

Record 3
The following is a quantum chemistry calculation of a 2-piece molecular cluster, C5H13NO overall in a non-equilibrium geometry, from OMol25.

Computed properties:
E_HOMO = -9.2 eV
Gap between HOMO and LUMO = 10.026 eV
Total charge = 0
E_LUMO = 0.845 eV
Structure (SMILES) = CN1CCCC1.O

The geometry in XYZ format:
```
20
Properties=species:S:1:pos:R:3:forces:R:3:mulliken_charge:R:1
C -0.1428 0.9712 -1.3130 1.44 0.17 2.48 -0.991
N 0.3341 1.2479 0.1342 0.19 -3.55 -1.10 -0.213
C -0.8046 1.4807 0.9374 -2.57 -0.08 1.64 -0.687
C -1.5172 0.0903 1.3675 2.71 -0.65 0.60 -0.655
C -0.3156 -0.9623 1.1360 -0.98 0.60 -0.45 -0.501
C 0.8275 -0.0366 0.8198 0.83 1.86 0.64 -0.679
H -0.3380 1.9760 -1.5289 -1.27 1.15 -1.28 0.488
H 0.6840 0.7017 -1.9169 1.19 -0.29 -0.42 0.277
H -0.8938 0.2136 -1.4939 -0.72 0.14 0.43 0.284
H -1.5551 2.1061 0.4591 0.14 0.31 -0.15 0.349
H -0.4996 1.9778 1.8894 -0.17 -0.29 -0.68 0.353
H -1.7282 0.0967 2.4502 0.13 0.18 -0.38 0.342
H -2.3981 -0.3081 0.9284 -0.88 0.42 -0.99 0.320
H -0.2083 -1.5418 2.0480 0.48 0.03 0.07 0.372
H -0.3514 -1.6851 0.3288 -1.04 -0.11 -0.29 0.293
H 1.7303 -0.4003 0.3300 -0.23 -0.28 -0.11 0.355
H 1.0983 0.3049 1.8185 0.76 0.38 -0.04 0.292
O 1.3910 -2.2404 -2.4176 -3.11 -2.26 -2.83 -0.614
H 0.7011 -1.6332 -2.7225 0.75 0.07 0.54 0.319
H 2.0084 -1.8804 -1.8735 2.35 2.18 2.30 0.294
```
Positions in Å, forces in eV/Å.

> Which of these has the highest total charge?

C20H21N11OPb